[1]
86
Properties=species:S:1:pos:R:3:forces:R:3:mulliken_charge:R:1 method="wB97M-V/def2-TZVPD" total_energy_ev=-45470.8720 homo_energy_ev=-8.2 e_lumo_ev=-5.16
C -1.48112 -0.49410 3.02743 2.8 -10.9 -2.5 -0.29
C -1.22023 -1.86807 2.74171 -0.1 8.2 2.4 -0.13
C -0.48994 -3.35780 2.70435 -1.2 0.3 -0.5 -0.80
C 0.94781 -3.37593 1.91433 -0.2 -0.5 -0.2 0.29
C 1.96817 -2.15531 2.30888 0.9 -0.3 0.5 -1.19
C 2.71896 -1.43561 1.04231 -1.0 -0.2 -0.6 1.78
C 4.07873 -2.35609 0.74971 5.5 -3.5 -1.2 0.12
O 5.33629 -1.85647 0.82382 -6.7 -1.7 -0.2 -0.57
O 4.01216 -3.81752 0.41418 -0.8 8.0 1.9 -0.52
O 2.97162 0.00626 1.37421 1.0 -1.5 -0.9 -0.97
B 3.22750 0.84137 0.14732 -1.5 -5.1 0.2 0.57
C 2.31636 2.21100 0.19225 -0.9 4.2 0.1 1.34
C 2.55185 3.24537 -1.05718 -0.3 0.6 -0.8 -0.66
C 2.34694 2.59394 -2.54871 1.3 -0.7 -0.2 -0.59
N 1.11543 1.69924 -2.67898 0.9 1.0 -0.7 -0.38
C 4.82210 1.24131 0.11587 4.2 1.9 2.7 -0.35
C 5.39057 1.35888 1.80217 -0.3 3.3 0.8 0.18
C 5.07317 2.89465 2.54708 4.6 -1.9 -1.3 -0.57
O 6.55281 2.37372 2.05322 -4.6 -2.7 0.0 -0.48
O 2.83801 -0.14218 -0.92461 -1.2 1.2 1.4 -0.44
C 1.90618 -1.17610 -0.36286 0.4 -0.6 -0.1 0.22
C 0.37347 -0.62307 0.00516 0.8 0.0 -1.6 1.31
C 1.86724 -2.33704 -1.51938 0.3 -0.5 -0.7 -0.81
C 0.59091 -2.21494 -2.56487 0.8 -1.0 -0.5 -0.52
C -0.58092 -3.29230 -2.15057 -0.7 -0.2 -1.3 -0.63
C -2.11947 -2.67404 -2.25292 -0.1 -0.9 0.7 -0.57
C -2.76572 -2.67036 -0.74157 -0.5 0.4 0.3 0.59
C -4.40255 -2.75677 -0.69182 0.1 -0.1 0.4 -0.89
C -5.17979 -1.57280 -1.51888 -0.9 -0.5 0.0 -0.48
C -5.46569 -0.20170 -0.66280 0.2 1.1 -0.8 -0.78
C -4.10501 0.57358 -0.16469 -0.3 -0.7 0.5 0.31
C -4.36138 2.07498 0.45562 1.6 -0.6 0.2 -0.79
C -2.90755 2.53747 1.14115 -0.6 1.6 0.4 0.35
C -2.65725 4.18331 1.00212 0.3 0.4 0.2 -0.64
C -1.64353 4.56766 -0.24359 0.4 -0.2 -0.1 -0.48
H -1.53988 0.68738 3.17598 -1.0 -0.7 1.5 0.12
H -0.39282 -3.82357 3.77923 -0.3 1.3 -2.0 0.37
H -1.22412 -4.05286 2.07474 1.6 1.4 1.5 0.29
H 0.69467 -3.44483 0.75760 0.7 0.4 2.5 -0.55
H 1.47133 -4.41309 2.18336 -1.2 2.3 -0.6 0.50
H 2.83125 -2.64686 2.97109 -1.8 1.2 -1.5 0.45
H 1.50410 -1.30877 2.96993 0.5 -1.7 -1.5 0.27
H 2.64360 2.79977 1.17789 -0.5 -1.5 -2.0 0.30
H 1.16316 2.03946 0.29398 2.0 -0.3 -0.3 -1.35
H 3.62810 3.76198 -1.05324 -2.4 -1.3 0.1 0.27
H 1.76676 4.14043 -0.97297 1.5 -1.9 0.1 0.26
H 3.28228 1.87552 -2.72794 -2.0 1.4 0.4 0.23
H 2.40751 3.39066 -3.43296 -0.1 -1.3 2.2 0.39
H 1.17925 1.29277 -3.65364 -0.6 0.7 1.6 0.25
H 0.23564 2.24536 -2.55012 1.0 -0.5 -0.6 0.16
H 5.51089 0.44753 -0.39862 -1.7 1.1 0.8 0.39
H 5.05786 2.32975 -0.24279 -0.6 -2.2 0.3 0.23
H 5.29345 0.33399 2.51927 0.5 3.2 -2.2 0.31
H 5.13062 3.85715 1.88375 -1.3 -1.9 1.5 0.24
H 5.16600 2.99379 3.71839 -0.6 -0.3 -2.6 0.30
H 0.38026 -0.00054 1.00457 0.2 -1.4 -1.5 -1.06
H -0.29162 -1.58654 0.08756 1.2 2.1 0.1 -0.94
H -0.00653 0.08400 -0.87666 0.9 -1.7 1.9 0.28
H 2.86755 -2.28345 -2.16874 -2.1 0.1 1.7 0.39
H 1.84387 -3.44626 -1.09519 0.1 2.5 -0.6 0.28
H 0.21432 -1.11947 -2.73625 0.6 -2.1 0.6 0.15
H 1.00863 -2.58166 -3.62139 -0.9 0.9 2.3 0.40
H -0.55433 -4.17931 -2.94629 0.2 1.8 1.8 0.53
H -0.39152 -3.80398 -1.10417 -0.4 1.3 -2.0 0.27
H -2.10453 -1.60760 -2.73799 0.0 -2.0 1.0 0.26
H -2.79146 -3.38968 -2.93187 1.5 1.6 1.4 0.21
H -2.45960 -1.69349 -0.14509 -0.5 -2.0 -1.3 -0.55
H -2.33632 -3.59078 -0.13174 -0.9 1.8 -1.3 0.14
H -4.76165 -3.82690 -1.05769 0.8 2.3 0.5 0.35
H -4.72725 -2.69476 0.44877 0.6 -0.1 -2.3 0.32
H -4.64995 -1.33189 -2.55909 -1.0 -0.4 2.4 0.23
H -6.25171 -2.01324 -1.80520 2.3 1.0 0.6 0.27
H -6.18162 -0.34180 0.26015 1.5 -0.1 -1.8 0.28
H -6.03656 0.53909 -1.40414 1.1 -1.5 1.6 0.30
H -3.65001 -0.08036 0.71921 -0.8 1.4 -1.8 -0.10
H -3.30001 0.57977 -1.04206 -1.7 0.2 1.8 0.09
H -4.59664 2.88869 -0.36449 0.2 -1.8 1.6 0.35
H -5.17305 2.03730 1.31702 1.6 0.2 -2.0 0.23
H -1.98547 2.02860 0.58446 -1.4 0.6 0.2 -0.54
H -2.84171 2.20784 2.26940 -0.6 0.9 -2.0 0.23
H -3.68021 4.77792 0.85795 2.2 -1.5 0.4 0.32
H -2.14029 4.61132 1.98214 -1.2 -1.1 -2.0 0.28
H -1.16549 3.58577 -0.70779 -1.0 2.0 0.9 -0.06
H -0.74790 5.22732 0.14716 -1.8 -1.3 -0.8 0.20
H -2.17333 5.15009 -1.11180 1.0 -1.1 1.7 0.35
Pt -0.75171 1.32387 1.91690 0.2 -0.2 -0.8 0.56

[2]
98
Properties=species:S:1:pos:R:3:forces:R:3:mulliken_charge:R:1 method="wB97M-V/def2-TZVPD" total_energy_ev=-776669.9608 total_charge=+1 homo_energy_ev=-10.9 e_lumo_ev=-4.29
C -0.98694 -0.15419 0.97542 0.5 0.3 0.1 -0.77
C 0.22298 0.23915 1.47373 -0.3 -0.1 0.0 0.48
C 1.04221 1.40390 0.99870 -0.9 0.9 1.2 -1.66
C 2.33074 0.98192 0.19672 -0.3 -0.1 0.6 0.08
C 3.47352 0.90781 1.21196 0.3 -0.6 0.1 -1.29
C 3.37717 -0.28066 2.20132 0.0 0.2 0.2 -0.44
C 3.08610 0.16413 3.63769 0.1 -0.2 -0.4 -0.40
S 4.47942 1.04567 4.38179 0.1 0.1 0.3 -0.16
C 2.12587 -0.31505 -0.61359 0.4 0.2 -1.0 0.15
C 3.43989 -0.89549 -1.20528 -0.3 -1.0 0.2 0.03
C 3.49567 -2.42238 -1.14157 0.5 0.3 0.0 -1.62
F 3.58982 -0.53559 -2.54794 0.1 0.3 0.0 -0.44
C 1.05844 -0.07591 -1.68389 0.2 -1.0 0.0 -0.31
C 0.73588 -1.29290 -2.53579 0.3 0.5 -1.0 -1.07
C -0.48475 -1.12509 -3.44890 -0.1 -0.5 0.4 -1.65
C -1.84429 -0.99124 -2.73627 -0.1 0.2 -0.5 0.36
C -2.47531 0.40015 -2.92421 -0.3 -0.6 0.0 -0.85
S -3.50664 0.98457 -1.53718 0.2 0.3 0.2 -0.26
C -4.16692 -0.53189 -1.00107 -0.3 -0.2 -0.2 0.40
N -4.86833 -1.37790 -1.67637 0.1 0.1 0.0 -0.34
N -5.11781 -2.44193 -0.82697 -0.1 -0.4 0.1 -0.27
C -4.56401 -2.15773 0.29694 -0.1 0.4 -0.4 -0.04
O -3.94704 -0.95737 0.26479 0.3 0.1 0.4 -0.17
N 1.41603 1.11639 -2.51770 -1.9 0.3 1.7 0.43
C 1.72167 2.19629 -1.84291 0.4 0.6 -0.4 -0.35
N 1.15821 3.36871 -2.23024 0.2 -0.2 -0.3 -0.17
N 2.55876 2.16978 -0.71285 0.5 -0.5 0.1 0.05
Cl 4.17963 2.27067 -1.36700 -0.1 0.3 -0.1 -0.04
H -1.86630 0.48256 1.02572 0.4 0.6 -1.7 0.27
H -1.08266 -1.14562 0.53152 -0.7 -0.7 1.8 0.16
H 0.62085 -0.31364 2.32594 0.9 -1.1 -1.1 -0.09
H 0.41047 2.09017 0.42236 0.0 -0.1 -0.2 0.48
H 1.39744 1.97906 1.85729 0.1 0.2 -0.2 0.74
H 4.43797 0.80814 0.72359 0.0 0.3 -0.1 0.40
H 3.50482 1.82364 1.80239 0.0 0.2 -0.2 0.72
H 4.33373 -0.80355 2.22381 0.0 0.0 -0.1 0.45
H 2.62739 -1.01629 1.90659 0.0 0.0 -0.1 0.26
H 2.93240 -0.73000 4.24218 0.1 0.3 0.0 -0.17
H 2.16541 0.74662 3.68080 0.0 0.1 0.2 0.36
H 4.17897 2.31287 4.04305 0.0 -0.3 -0.1 -0.05
H 1.72080 -1.12890 -0.01646 -0.1 0.3 0.4 1.36
H 4.31342 -0.53886 -0.66809 -0.1 0.3 -0.1 0.71
H 2.97931 -2.86943 -1.98703 -0.2 -0.1 0.1 0.36
H 4.54281 -2.72053 -1.19398 0.0 -0.1 -0.1 0.44
H 3.11859 -2.79590 -0.19011 -0.2 0.0 -0.1 0.34
H 0.12306 0.20411 -1.18658 0.1 0.1 0.1 0.51
H 1.57087 -1.48207 -3.21195 0.2 -0.1 0.2 0.64
H 0.62651 -2.17474 -1.90685 -0.2 0.1 0.1 -0.04
H -0.35140 -0.29446 -4.15085 0.1 0.0 0.0 0.50
H -0.50107 -2.02905 -4.05796 0.0 0.1 -0.1 0.32
H -2.52942 -1.68905 -3.21540 -0.1 -0.1 0.2 0.82
H -1.80156 -1.29615 -1.69056 0.2 0.2 0.0 -0.43
H -3.13277 0.34470 -3.78937 0.2 0.3 -0.2 0.69
H -1.72598 1.17246 -3.10588 -0.1 0.1 0.1 0.21
H -4.52785 -2.73002 1.20674 -0.1 0.0 0.0 0.41
H 0.71157 1.33638 -3.22123 0.3 -0.2 -0.4 0.30
H 0.15409 3.41568 -2.16386 0.0 0.1 -0.7 0.21
H 1.67902 4.15948 -2.57018 0.1 0.3 0.7 0.22
Br 0.95578 -2.27310 4.60524 -0.3 -0.3 0.0 -0.11
C 1.58065 -3.08599 6.26359 -0.1 -0.1 -0.1 -0.66
C 0.84002 -2.53848 7.45308 0.1 0.1 0.1 -0.56
Br 1.44787 -0.74872 7.90072 0.0 0.0 0.0 -0.12
H 2.64934 -2.90448 6.31775 0.0 0.0 0.0 0.39
H 1.39813 -4.15179 6.14986 0.0 0.0 0.0 0.39
H 1.03911 -3.14760 8.33170 0.0 0.0 0.0 0.36
H -0.23033 -2.47749 7.28637 0.0 0.0 0.0 0.37
Br 2.11500 5.62427 -7.40319 0.0 0.0 0.1 -0.11
C 2.29405 4.15358 -6.15522 0.1 0.1 -0.2 -0.52
C 1.19847 3.13513 -6.33089 -0.1 -0.1 0.2 -0.48
Br -0.50100 3.75899 -5.60044 0.0 -0.1 0.0 -0.13
H 2.30518 4.58771 -5.15991 0.0 0.0 0.0 0.21
H 3.26138 3.70311 -6.36723 0.0 -0.1 0.0 0.41
H 1.43563 2.22236 -5.78711 0.0 0.0 0.0 0.15
H 1.01582 2.89639 -7.37328 0.0 0.0 0.0 0.48
Br -1.78058 -7.02936 -3.33347 0.0 0.0 0.1 -0.16
C -2.98420 -6.35105 -1.96721 0.1 -0.1 -0.2 -0.74
C -2.99339 -4.84798 -1.93210 -0.1 0.0 0.1 -0.48
Br -1.37436 -4.14623 -1.08832 0.0 0.0 0.0 -0.05
H -2.67128 -6.78970 -1.02537 0.0 0.0 0.0 0.40
H -3.97096 -6.72229 -2.23377 0.0 0.0 0.0 0.44
H -3.81944 -4.47883 -1.32984 0.0 0.0 0.0 0.27
H -3.04531 -4.40678 -2.92227 0.0 0.0 0.0 0.42
Br 3.78667 4.64399 3.44571 -0.1 0.2 -0.1 -0.13
C 3.18183 5.13174 5.23393 -0.1 0.1 -0.1 -0.63
C 4.13875 6.08484 5.89734 0.1 -0.1 0.2 -0.58
Br 5.73958 5.17275 6.50910 0.0 0.0 -0.1 -0.11
H 3.06452 4.20439 5.78676 0.0 0.0 0.0 0.39
H 2.20936 5.59755 5.09286 0.0 0.0 0.0 0.39
H 3.68339 6.51222 6.78763 0.0 0.0 0.0 0.36
H 4.46139 6.88117 5.23465 0.0 0.0 0.0 0.36
Br -8.22959 -1.20751 1.61095 0.0 0.0 -0.1 -0.14
C -8.37389 -0.93643 -0.31305 0.1 0.1 0.1 -0.36
C -9.61478 -0.16546 -0.67541 -0.1 -0.1 -0.1 -0.60
Br -11.20821 -1.26914 -0.55941 0.0 0.0 0.1 -0.14
H -8.34154 -1.91987 -0.77013 0.0 0.0 0.0 0.42
H -7.48444 -0.37724 -0.59568 0.0 0.0 0.0 0.07
H -9.56228 0.16362 -1.71076 0.0 0.0 0.0 0.37
H -9.77680 0.69032 -0.02818 0.0 0.0 0.0 0.39